# 1
Formula: C40H54O23
Source: the Open Molecules 2025 dataset
Level of theory: wB97M-V/def2-TZVPD

Geometry (Å):
O (-0.66, 4.79, -0.66)
O (6.89, -0.34, -0.08)
O (6.89, 5.13, -2.25)
O (-3.59, 0.25, -2.19)
O (-6.84, -3.63, 8.99)
O (2.90, 0.59, -0.48)
O (0.62, -1.42, -3.91)
O (-2.88, 1.81, 1.85)
O (5.92, 6.15, -4.01)
O (1.89, 3.29, 1.30)
O (-0.40, -2.70, 0.43)
O (-5.76, -2.58, 7.31)
O (-1.51, -3.76, 2.08)
O (-2.49, -3.07, 5.40)
O (-1.39, -1.53, 6.57)
O (-2.21, 1.73, 4.00)
O (4.66, 5.12, -2.45)
O (0.72, -3.80, 2.04)
O (7.62, 1.42, -1.28)
O (-4.61, -3.66, 8.91)
O (9.08, 0.01, -0.30)
O (-0.52, -3.59, 6.36)
O (-1.64, 0.09, 2.57)
C (5.83, 5.53, -3.00)
C (-4.97, -4.20, 10.19)
C (-3.28, -1.73, -7.92)
C (-1.12, -4.71, 3.07)
C (1.23, 3.51, 0.07)
C (-2.77, -0.70, -4.21)
C (7.52, -1.50, 0.45)
C (0.59, 4.91, -0.02)
C (-4.57, -1.11, -7.37)
C (2.22, 1.92, 1.42)
C (7.84, 0.46, -0.62)
C (3.36, 1.52, 0.49)
C (-4.33, -0.25, -6.12)
C (8.94, -1.01, 0.69)
C (4.97, 4.22, -1.39)
C (-5.18, -0.20, -8.46)
C (-2.24, 1.26, 2.91)
C (-1.70, 2.48, -2.58)
C (0.59, 2.81, -3.13)
C (-2.47, -0.84, 5.91)
C (-4.10, -1.10, -4.83)
C (-0.59, 3.31, -2.61)
C (-0.36, -0.72, -4.05)
C (6.38, 4.62, -1.02)
C (3.85, -1.35, -1.61)
C (-3.40, -1.96, 5.55)
C (-0.40, 0.70, -3.57)
C (-5.74, -3.23, 8.31)
C (-2.75, 0.26, -3.06)
C (-1.59, 1.20, -3.06)
C (3.95, 0.14, -1.31)
C (-2.08, -0.27, 1.25)
C (0.33, -4.35, 3.31)
C (-2.50, 1.07, 0.68)
C (-0.40, -3.36, 1.42)
C (-0.58, 4.73, -2.07)
C (0.71, 1.52, -3.61)
C (-1.39, -2.80, 6.14)
C (-6.42, -4.57, 9.98)
C (-1.63, -1.19, -4.68)
H (4.92, 3.19, -1.77)
H (3.67, 2.41, -0.06)
H (-1.24, -5.72, 2.67)
H (-1.67, 1.59, 0.19)
H (-5.26, -1.92, -7.12)
H (4.27, 4.33, -0.57)
H (-2.92, -0.96, 1.34)
H (-1.60, -1.90, -5.50)
H (-6.54, -5.58, 9.58)
H (-4.07, -2.16, -5.06)
H (-4.12, -2.20, 6.34)
H (-2.07, -0.32, 5.04)
H (0.45, -3.59, 4.08)
H (-2.41, -1.10, -7.73)
H (-2.92, -0.11, 6.57)
H (-4.69, 0.77, -8.41)
H (-3.32, 0.99, -0.02)
H (9.07, -0.57, 1.68)
H (-2.63, 2.85, -2.16)
H (-1.29, -0.74, 0.69)
H (-4.83, -3.43, 10.95)
H (6.98, 3.78, -0.67)
H (0.33, 5.21, -2.44)
H (-3.11, -2.75, -7.56)
H (0.40, 2.80, -0.01)
H (1.23, 5.64, -0.53)
H (7.03, -1.83, 1.36)
H (4.85, -1.77, -1.76)
H (-1.73, -4.61, 3.97)
H (4.20, 1.07, 1.04)
H (1.92, 3.39, -0.77)
H (-5.03, -0.61, -9.46)
H (-3.33, -1.82, -9.01)
H (-6.24, -0.03, -8.25)
H (6.41, 5.41, -0.27)
H (4.92, 0.33, -0.85)
H (2.47, 1.72, 2.46)
H (3.98, 0.66, -2.28)
H (-3.45, 0.37, -6.32)
H (1.47, 3.43, -3.15)
H (3.29, -1.54, -2.53)
H (-4.91, -0.89, -4.13)
H (-1.45, 5.25, -2.47)
H (-4.34, -5.06, 10.43)
H (0.94, -5.21, 3.56)
H (-5.15, 0.45, -5.97)
H (1.66, 1.16, -3.99)
H (1.37, 1.27, 1.17)
H (9.68, -1.79, 0.55)
H (7.47, -2.30, -0.29)
H (-7.02, -4.47, 10.88)
H (0.43, 5.30, 0.99)
H (-3.94, -1.78, 4.62)
H (3.39, -1.91, -0.80)

Its LUMO energy is -0.71 eV. The value obtained for the HOMO energy is -9.55 eV. As for the energy relative to the best compared isomer or geometry (same formula, charge and spin): 0.0 kJ/mol. As for the SMILES: CCOCCOCCOCc1ccc2c(c1)C(=O)C(CCC(C)C)=CC2=O.O=C1OCCO1.O=C1OCCO1.O=C1OCCO1.O=C1OCCO1.O=C1OCCO1.O=C1OCCO1. The value obtained for the total energy is -3287.1217 Ha.


# 2
Formula: C40H58BaN3O6S2Se
Source: the Open Molecules 2025 dataset
Level of theory: wB97M-V/def2-TZVPD

Geometry (Å):
Ba (-1.96, 2.59, 0.06)
Se (0.28, 0.77, 0.51)
S (2.82, 0.69, -4.22)
S (-2.12, 6.09, 1.28)
O (-1.84, 3.96, -1.88)
O (2.68, -0.74, -4.27)
O (3.31, 1.43, -5.34)
O (-2.13, 1.69, 2.10)
O (0.13, 3.38, -1.02)
O (-2.12, 0.84, -1.27)
N (1.36, 1.30, -3.85)
N (-0.16, 6.38, -0.49)
N (0.49, 5.56, 1.53)
C (1.75, -2.48, 4.96)
C (-3.45, 0.48, 4.58)
C (0.45, -4.04, 3.51)
C (0.15, -1.09, 2.69)
C (3.53, 0.93, -1.58)
C (-1.49, -0.29, -1.50)
C (1.12, -4.66, -0.83)
C (-1.63, 0.62, 2.68)
C (-3.19, -1.26, -3.26)
C (-1.91, -1.30, -2.40)
C (-2.80, -1.32, -4.75)
C (-4.06, -0.01, -3.08)
C (2.40, -3.44, -2.61)
C (4.39, 1.30, -0.56)
C (-1.09, -2.43, -2.56)
C (0.12, -2.64, -1.93)
C (-1.50, -1.10, 4.38)
C (6.04, 1.94, -2.18)
C (-0.65, 3.54, -2.00)
C (1.25, 2.77, -3.64)
C (-0.43, -3.38, 5.74)
C (6.58, 2.26, 0.26)
C (-4.14, 1.69, 3.95)
C (5.18, 1.59, -3.21)
C (-2.16, 0.01, 3.85)
C (1.19, 6.23, -1.02)
C (-4.07, -2.47, -2.92)
C (-0.52, 6.00, 0.74)
C (-3.10, 0.85, 6.03)
C (0.34, -2.88, 4.51)
C (0.41, -4.80, -3.21)
C (5.65, 1.81, -0.85)
C (-0.36, -1.68, 3.86)
C (-0.26, -0.53, -0.81)
C (0.52, -1.65, -1.03)
C (-0.48, 0.00, 2.12)
C (-4.47, -0.67, 4.59)
C (3.92, 1.09, -2.90)
C (1.00, -3.88, -2.15)
C (-0.20, 3.18, -3.41)
H (1.07, -3.77, 2.65)
H (1.25, 6.76, -1.97)
H (-5.04, 1.92, 4.55)
H (-4.34, -2.46, -1.86)
H (-2.28, -2.25, -5.00)
H (0.13, -4.96, -0.46)
H (-2.13, -0.49, -5.00)
H (4.07, 1.18, 0.47)
H (6.72, 3.34, 0.23)
H (2.35, -2.79, -3.48)
H (-5.39, -0.35, 5.10)
H (-2.68, 0.00, 6.59)
H (-0.87, 2.36, -3.72)
H (-4.99, -2.45, -3.52)
H (1.26, 5.08, 1.09)
H (0.89, -4.92, 3.98)
H (2.92, -2.88, -1.82)
H (2.36, -2.14, 4.12)
H (6.18, 1.99, 1.24)
H (1.63, 3.25, -4.54)
H (-3.69, -1.25, -5.38)
H (1.60, -4.06, -0.06)
H (-0.93, 6.37, -1.14)
H (1.46, 5.19, -1.18)
H (-4.09, -1.56, 5.09)
H (0.08, -4.25, 6.17)
H (-0.45, 4.04, -4.04)
H (-1.45, -3.69, 5.47)
H (7.03, 2.32, -2.42)
H (-1.44, -3.19, -3.26)
H (1.87, 3.08, -2.80)
H (1.46, -1.74, -0.49)
H (-0.50, -2.61, 6.51)
H (1.07, -5.67, -3.35)
H (-0.54, -4.31, 3.13)
H (5.47, 1.71, -4.25)
H (-4.45, 1.50, 2.93)
H (0.87, 0.73, -3.15)
H (-1.93, -1.55, 5.28)
H (0.31, -4.29, -4.18)
H (-2.36, 1.66, 6.04)
H (-4.00, 1.20, 6.56)
H (7.57, 1.80, 0.16)
H (2.27, -3.33, 5.43)
H (-3.50, 2.57, 3.94)
H (-4.44, 0.08, -2.06)
H (-0.58, -5.18, -2.92)
H (1.04, -1.49, 2.21)
H (2.55, 0.51, -1.34)
H (1.70, -1.66, 5.69)
H (0.18, 5.15, 2.40)
H (-3.52, 0.91, -3.31)
H (-3.56, -3.42, -3.13)
H (1.72, -5.57, -0.98)
H (1.91, 6.69, -0.34)
H (-4.73, -0.94, 3.56)
H (-4.92, -0.09, -3.77)
H (3.01, -4.32, -2.85)

Its LUMO energy is 2.06 eV. As for the total charge: -1. The value obtained for the HOMO energy is -4.76 eV. As for the energy relative to the best compared isomer or geometry (same formula, charge and spin): 193.8 kJ/mol. The value obtained for the total energy is -5398.2333 Ha.


# 3
Formula: C40H58N7O7S2ScSeSi
Source: the Open Molecules 2025 dataset
Level of theory: wB97M-V/def2-TZVPD

Geometry (Å):
Se (1.22, -3.92, -0.56)
Sc (-0.38, 0.53, -0.49)
S (0.01, -1.51, 3.01)
S (-3.77, 0.33, -1.31)
Si (1.17, 2.83, -2.74)
O (-1.91, -3.33, -0.25)
O (-0.48, -1.62, -0.50)
O (-3.82, 1.68, -1.83)
O (-0.53, 1.17, 1.49)
O (-5.00, -0.18, -0.74)
O (-0.06, -0.13, -2.64)
O (1.57, 0.38, -0.07)
N (-0.27, 1.09, 3.81)
N (-2.53, 0.13, -0.35)
N (2.07, -5.95, 1.23)
N (3.69, -5.36, -0.09)
N (-0.66, -0.50, 5.37)
N (1.94, -1.14, -2.32)
N (-0.07, 2.56, -1.58)
C (-2.68, 4.93, -2.84)
C (-2.02, 3.57, -0.53)
C (2.37, -5.12, 0.18)
C (-3.00, -2.95, -6.38)
C (0.45, -2.03, -3.99)
C (0.36, 5.92, 2.73)
C (0.85, 2.17, -4.50)
C (-0.29, 1.67, 2.62)
C (4.19, -6.32, 0.78)
C (-1.59, 4.07, -2.83)
C (-2.87, -0.11, -3.86)
C (-1.61, -2.15, -0.15)
C (0.81, -5.88, 1.95)
C (-2.70, -0.85, -5.02)
C (4.44, -4.57, -1.03)
C (2.41, 0.20, 1.03)
C (-3.42, 5.16, -1.69)
C (-3.09, 4.45, -0.54)
C (3.11, 1.50, 1.43)
C (2.88, 2.18, -2.25)
C (-2.01, -2.52, 5.78)
C (-0.33, -0.24, 4.06)
C (0.05, 5.24, 3.90)
C (-3.76, -2.73, -3.98)
C (-3.94, -1.99, -2.82)
C (1.55, 4.69, -2.93)
C (-2.61, -1.14, 0.40)
C (0.61, 0.99, 6.88)
C (-3.50, -0.68, -2.77)
C (-0.16, 3.87, 3.87)
C (0.29, 3.85, 1.51)
C (3.45, -0.89, 0.76)
C (-0.04, 3.16, 2.68)
C (-0.76, 0.58, 6.34)
C (0.75, -1.03, -2.92)
C (0.48, 5.23, 1.54)
C (3.19, -6.68, 1.60)
C (-3.16, -2.16, -5.10)
C (-0.65, -1.85, 5.91)
C (-1.20, 3.37, -1.66)
H (-0.18, 1.81, -4.58)
H (0.02, -5.61, 1.24)
H (4.13, -4.79, -2.05)
H (-2.95, 5.43, -3.77)
H (4.26, -3.51, -0.84)
H (1.50, 1.32, -4.73)
H (3.54, 2.99, -1.94)
H (-1.99, -3.52, 6.23)
H (-1.41, 0.25, 7.16)
H (1.22, 1.35, 6.05)
H (0.51, 7.00, 2.76)
H (1.82, -0.14, 1.89)
H (4.12, -1.01, 1.62)
H (0.71, 5.75, 0.62)
H (-3.34, -2.36, -7.24)
H (3.17, -7.40, 2.40)
H (-3.68, 4.57, 0.35)
H (-0.16, -1.57, -4.76)
H (-0.05, 5.78, 4.84)
H (1.36, -2.45, -4.42)
H (-2.22, -0.40, -5.89)
H (0.60, -6.84, 2.42)
H (-0.13, -2.83, -3.52)
H (2.38, -2.04, -2.35)
H (5.50, -4.80, -0.92)
H (0.76, 5.25, -3.45)
H (1.12, 0.14, 7.34)
H (3.35, 1.65, -3.09)
H (2.93, -1.84, 0.57)
H (-0.43, 3.33, 4.77)
H (4.05, 1.63, 0.87)
H (-2.37, -0.97, 1.45)
H (1.66, 5.14, -1.94)
H (0.85, -5.09, 2.70)
H (3.34, 1.51, 2.50)
H (-3.62, -1.54, 0.36)
H (-4.43, -2.42, -1.95)
H (-1.06, 3.89, -3.75)
H (-2.53, 0.92, -3.79)
H (2.78, 1.48, -1.43)
H (2.47, 2.35, 1.21)
H (2.00, -0.62, -1.42)
H (0.39, 3.31, 0.58)
H (-1.95, -3.20, -6.55)
H (4.04, -0.62, -0.12)
H (-3.57, -3.88, -6.35)
H (-4.27, 5.84, -1.70)
H (-2.79, -1.93, 6.26)
H (-1.21, 1.44, 5.85)
H (-2.26, -2.63, 4.72)
H (5.21, -6.66, 0.73)
H (-0.35, -1.79, 6.96)
H (2.49, 4.84, -3.48)
H (-1.83, 2.98, 0.35)
H (-4.10, -3.76, -4.02)
H (0.51, 1.79, 7.63)
H (1.00, 2.93, -5.27)
H (0.08, -2.42, 5.35)

Its LUMO energy is 3.77 eV. As for the total charge: -2. The value obtained for the HOMO energy is -1.91 eV. As for the energy relative to the best compared isomer or geometry (same formula, charge and spin): 0.0 kJ/mol. The value obtained for the total energy is -6717.4003 Ha.


# 4
Formula: C40H58N8PbS
Source: the Open Molecules 2025 dataset
Level of theory: wB97M-V/def2-TZVPD

Geometry (Å):
Pb (1.13, 0.62, -0.03)
S (3.93, 0.90, -0.03)
N (-1.71, 0.52, -0.55)
N (1.93, -2.19, -3.48)
N (5.11, -1.36, -1.05)
N (1.77, -0.95, 1.74)
N (1.26, -1.01, -1.61)
N (2.09, 0.14, -3.46)
N (3.82, -1.79, 0.70)
N (-1.73, 0.86, 2.21)
C (-2.84, 0.72, 0.10)
C (-0.48, 3.41, 2.72)
C (-2.17, -0.02, -4.74)
C (-1.87, 0.33, -2.00)
C (-1.95, 0.38, 4.56)
C (-0.69, 1.81, 6.04)
C (2.73, -1.72, 4.20)
C (1.52, 1.39, -2.99)
C (5.12, -2.74, -0.82)
C (-1.13, 4.76, 2.88)
C (3.45, -1.91, 3.09)
C (-2.01, -2.06, 4.98)
C (-2.02, 1.46, -2.80)
C (-1.60, 1.27, 3.55)
C (4.29, -0.75, -0.16)
C (2.20, -3.39, -2.73)
C (-2.18, 1.25, -4.20)
C (-1.11, 3.86, -2.75)
C (-2.81, 0.94, 1.55)
C (-4.16, -0.71, 5.05)
C (-2.07, -0.94, -2.49)
C (-3.60, 3.40, -2.44)
C (-1.52, 0.70, 5.87)
C (5.63, -0.66, -2.27)
C (1.46, -1.20, 4.11)
C (-1.48, -3.38, -2.32)
C (4.38, -3.00, 0.28)
C (-3.53, -2.51, -1.17)
C (-2.80, -0.87, 4.36)
C (1.66, -2.36, -4.89)
C (1.74, -1.03, -2.83)
C (-2.08, -2.15, -1.60)
C (2.97, -1.53, 1.87)
C (-2.20, 2.86, -2.20)
C (3.07, 0.18, -4.54)
C (-0.81, 2.41, 3.77)
C (1.04, 3.43, 2.58)
C (1.02, -0.84, 2.88)
C (-2.20, -1.10, -3.88)
C (-0.38, 2.64, 5.05)
H (-4.96, -0.04, 4.51)
H (-4.31, 2.66, -2.00)
H (-0.89, 2.97, 1.77)
H (5.22, -1.07, -3.12)
H (-1.92, -1.93, 6.08)
H (-3.77, 4.28, -1.85)
H (-2.21, -2.06, -4.30)
H (1.43, 4.13, 3.40)
H (3.16, -1.90, 5.16)
H (-0.79, 5.33, 2.08)
H (4.44, -2.33, 3.15)
H (0.88, -1.07, 4.99)
H (-4.27, -2.75, -1.96)
H (-2.23, 4.70, 2.98)
H (-2.07, -0.15, -5.81)
H (4.16, -3.93, 0.78)
H (2.95, -3.94, -3.20)
H (-0.27, 2.04, 6.99)
H (-1.21, 3.80, -3.85)
H (0.54, -2.60, -5.07)
H (5.74, -3.37, -1.34)
H (-4.00, -1.67, -0.59)
H (-0.79, 5.24, 3.78)
H (0.82, -1.91, -1.38)
H (-1.04, -2.07, 4.47)
H (-2.08, 2.68, -1.14)
H (2.16, 1.88, -2.28)
H (-1.74, 0.04, 6.76)
H (2.17, -3.29, -5.17)
H (-4.07, -0.26, 6.00)
H (-3.74, 3.63, -3.52)
H (-2.49, -3.04, 4.71)
H (-1.19, -4.14, -1.62)
H (-2.18, -3.85, -3.11)
H (6.72, -0.58, -2.22)
H (1.41, 3.87, 1.68)
H (1.45, 2.10, -3.79)
H (-3.61, -3.37, -0.49)
H (0.17, 3.56, 5.29)
H (-0.54, -3.13, -2.74)
H (-1.35, 4.84, -2.40)
H (1.31, -3.97, -2.62)
H (3.66, 1.04, -4.33)
H (-0.10, 3.59, -2.43)
H (3.61, -0.77, -4.58)
H (-3.80, 0.83, -0.44)
H (2.07, -1.56, -5.52)
H (-4.61, -1.74, 5.12)
H (2.54, 0.38, -5.43)
H (5.30, 0.38, -2.15)
H (-3.75, 1.27, 1.99)
H (-1.53, -1.94, -0.69)
H (1.48, 2.47, 2.71)
H (0.48, 1.14, -2.73)
H (2.62, -3.10, -1.79)
H (0.03, -0.46, 2.69)
H (-2.99, -1.06, 3.30)
H (-2.23, 2.11, -4.84)

Its LUMO energy is -5.41 eV. As for the total charge: +2. The value obtained for the HOMO energy is -12.90 eV. As for the energy relative to the best compared isomer or geometry (same formula, charge and spin): 116.9 kJ/mol. The value obtained for the total energy is -2587.5728 Ha.